# 1
110
Properties=species:S:1:pos:R:3:lowdin_charge:R:1 method="wB97M-V/def2-TZVPD" multiplicity=5 gap_ev="5.3 / 7.2" charge=-1
Os -0.0619 0.3789 -0.4625 1.54
C -0.5068 -0.3335 2.7347 -0.08
N -1.3175 -0.3210 1.5111 -0.33
C -2.4599 0.5793 1.7161 -0.09
C -1.8300 -1.6629 1.1987 -0.19
C -0.7496 -2.6794 0.8195 -0.15
N 0.2743 -2.1531 -0.0830 -0.21
C 0.1902 -2.6569 -1.4462 -0.15
C -1.1159 -2.4706 -2.1909 -0.11
C -1.4659 -3.5272 -3.0239 -0.01
C -2.5597 -3.4955 -3.8733 -0.18
C -3.3193 -2.3325 -3.8653 0.02
C -3.0338 -1.2393 -3.0523 -0.07
C -1.9165 -1.3060 -2.1832 -0.27
O -1.7059 -0.2935 -1.3390 -0.31
C -3.9084 0.0204 -3.1194 -0.52
C -4.5739 0.2820 -1.7595 -0.04
C -5.0397 -0.1168 -4.1445 -0.08
C -3.0619 1.2311 -3.5392 -0.04
C -2.8756 -4.6985 -4.7627 -0.56
C -4.1195 -4.4719 -5.6228 -0.07
C -1.6910 -4.9726 -5.7003 -0.05
C -3.1212 -5.9369 -3.8891 -0.06
C 1.6266 -2.3538 0.4528 -0.14
C 2.7432 -1.5476 -0.1573 -0.14
C 3.8144 -2.1968 -0.7571 0.01
C 4.9441 -1.5046 -1.1648 -0.18
C 4.9820 -0.1376 -0.8898 0.01
C 3.9411 0.5639 -0.2914 -0.08
C 2.7650 -0.1555 0.0165 -0.31
O 1.6879 0.4614 0.5112 -0.27
C 4.0687 2.0560 0.0451 -0.52
C 3.1132 2.8943 -0.8143 -0.04
C 3.7512 2.2862 1.5327 -0.04
C 5.4889 2.5756 -0.2015 -0.08
C 6.1248 -2.1683 -1.8739 -0.56
C 7.4095 -1.9722 -1.0564 -0.06
C 5.9091 -3.6700 -2.0630 -0.08
C 6.3088 -1.5345 -3.2606 -0.05
H -1.1121 -0.6842 3.5834 0.09
H 0.3504 -0.9906 2.6162 0.06
H -0.1415 0.6741 2.9179 0.07
H -3.1138 0.2000 2.5166 0.09
H -2.0815 1.5607 1.9871 0.07
H -3.0331 0.6530 0.7941 0.06
H -2.3793 -2.0537 2.0692 0.12
H -2.5387 -1.5534 0.3814 0.10
H -0.2640 -3.0534 1.7238 0.11
H -1.2535 -3.5386 0.3625 0.13
H 0.9817 -2.1553 -2.0097 0.12
H 0.4107 -3.7384 -1.4452 0.12
H -0.8336 -4.4103 -2.9987 0.11
H -4.1732 -2.2700 -4.5214 0.08
H -5.2149 -0.5595 -1.4784 0.09
H -3.8266 0.4269 -0.9855 0.04
H -5.1950 1.1816 -1.8155 0.08
H -5.7278 -0.9306 -3.8976 0.08
H -5.6137 0.8129 -4.1532 0.08
H -4.6574 -0.2787 -5.1555 0.08
H -2.2402 1.4363 -2.8589 0.05
H -2.6368 1.0676 -4.5345 0.09
H -3.6915 2.1255 -3.5872 0.08
H -3.9937 -3.6196 -6.2946 0.09
H -4.3065 -5.3575 -6.2359 0.08
H -5.0055 -4.2945 -5.0085 0.09
H -1.4981 -4.1066 -6.3375 0.09
H -0.7793 -5.1801 -5.1375 0.08
H -1.8990 -5.8357 -6.3407 0.08
H -3.9663 -5.7699 -3.2171 0.09
H -3.3411 -6.8092 -4.5126 0.08
H -2.2487 -6.1707 -3.2762 0.07
H 1.5883 -2.0992 1.5120 0.11
H 1.8929 -3.4227 0.3892 0.12
H 3.7441 -3.2711 -0.8875 0.10
H 5.8767 0.4074 -1.1613 0.09
H 2.0796 2.5875 -0.6776 0.04
H 3.1995 3.9507 -0.5367 0.08
H 3.3600 2.7979 -1.8755 0.09
H 2.7249 2.0107 1.7690 0.07
H 4.4315 1.7033 2.1613 0.09
H 3.8883 3.3450 1.7747 0.08
H 5.7675 2.5278 -1.2574 0.08
H 5.5357 3.6241 0.1027 0.08
H 6.2325 2.0226 0.3796 0.08
H 7.3038 -2.4173 -0.0642 0.09
H 8.2592 -2.4445 -1.5592 0.08
H 7.6418 -0.9139 -0.9243 0.07
H 5.7974 -4.1830 -1.1047 0.08
H 5.0210 -3.8739 -2.6659 0.08
H 6.7713 -4.1024 -2.5772 0.08
H 6.5010 -0.4627 -3.1834 0.08
H 7.1519 -1.9953 -3.7859 0.08
H 5.4083 -1.6670 -3.8643 0.09
C 0.8091 0.5322 -2.2237 -0.22
H 1.8150 0.9288 -2.3412 -0.04
H 0.2182 0.4924 -3.1372 -0.03
C -0.3786 5.9017 -2.2735 -0.04
N -0.2676 5.0692 -1.0923 -0.07
C 0.0599 5.5834 0.1257 -0.09
C 0.1702 4.7974 1.2040 -0.01
C -0.0370 3.3580 1.0532 -0.54
O 0.0702 2.6125 2.0382 -0.05
N -0.3532 2.8681 -0.1821 0.09
C -0.4997 3.6844 -1.2610 -0.53
O -0.8010 3.3137 -2.3898 0.01
H -0.1780 6.9350 -1.9918 0.08
H -1.3759 5.8258 -2.7050 0.09
H 0.3330 5.5845 -3.0356 0.09
H 0.2159 6.6549 0.1589 0.11
H 0.4261 5.1883 2.1767 0.10

# 2
115
Properties=species:S:1:pos:R:3:lowdin_charge:R:1 method="wB97M-V/def2-TZVPD" multiplicity=1 gap_ev=5.4 charge=+1
Pt 1.3789 -1.4851 0.1018 0.87
C 0.7069 0.6187 -3.2777 -0.09
C 2.0955 0.0270 -3.0129 -0.67
C 2.8240 0.9279 -2.0043 -0.10
C 2.8856 0.0198 -4.3255 -0.08
P 1.9508 -1.6344 -2.1616 1.04
C 3.7064 -2.2822 -2.2274 -0.24
N 4.1257 -2.3794 -0.8590 -0.02
B 3.2489 -2.0699 0.2275 -0.73
N 4.0130 -2.2923 1.4172 -0.02
C 3.4312 -2.1387 2.7200 -0.25
P 1.7498 -1.3894 2.4001 1.03
C 1.9640 0.3786 2.9792 -0.67
C 3.1762 0.9374 2.2174 -0.09
C 2.2034 0.5265 4.4822 -0.08
C 0.7414 1.2085 2.5747 -0.09
C 0.6266 -2.3941 3.4912 -0.67
C 0.5520 -3.7751 2.8177 -0.08
C 1.1156 -2.5777 4.9309 -0.08
C -0.7693 -1.7629 3.4958 -0.07
C 5.2865 -2.7285 1.0646 -0.16
C 6.3734 -3.0819 1.8387 -0.02
C 7.5418 -3.4838 1.1903 -0.10
C 7.6125 -3.5304 -0.1946 -0.10
C 6.5167 -3.1782 -0.9837 -0.02
C 5.3580 -2.7784 -0.3487 -0.16
C 0.9700 -2.8883 -3.1265 -0.68
C 1.0849 -4.1851 -2.3054 -0.09
C 1.4709 -3.1243 -4.5520 -0.08
C -0.5099 -2.4889 -3.1567 -0.08
H 0.8180 1.6884 -3.4807 0.09
H 0.0465 0.4970 -2.4188 0.05
H 0.2390 0.1675 -4.1523 0.07
H 3.0274 1.8943 -2.4746 0.09
H 3.7772 0.5026 -1.6802 0.08
H 2.2115 1.0860 -1.1150 0.05
H 2.8487 1.0258 -4.7527 0.09
H 2.4712 -0.6642 -5.0627 0.06
H 3.9376 -0.2247 -4.1826 0.07
H 4.3437 -1.6061 -2.8016 0.09
H 3.7222 -3.2515 -2.7335 0.09
H 4.0258 -1.4915 3.3715 0.09
H 3.3131 -3.0973 3.2318 0.09
H 4.1122 0.4547 2.5007 0.08
H 3.2698 2.0018 2.4490 0.09
H 3.0505 0.8241 1.1396 0.06
H 2.9811 -0.1421 4.8548 0.08
H 1.2926 0.3486 5.0532 0.07
H 2.5242 1.5511 4.6890 0.09
H 0.5851 1.1710 1.4967 0.05
H 0.9133 2.2486 2.8683 0.09
H -0.1718 0.8691 3.0641 0.07
H 1.5365 -4.2411 2.7282 0.08
H 0.1014 -3.7171 1.8275 0.05
H -0.0648 -4.4278 3.4406 0.10
H 2.1062 -3.0318 4.9789 0.08
H 0.4273 -3.2585 5.4382 0.09
H 1.1347 -1.6503 5.4976 0.06
H -1.0716 -1.4529 2.4943 0.06
H -0.8151 -0.8995 4.1629 0.07
H -1.4976 -2.4990 3.8433 0.10
H 6.3198 -3.0521 2.9200 0.11
H 8.4045 -3.7662 1.7788 0.10
H 8.5296 -3.8484 -0.6722 0.10
H 6.5727 -3.2221 -2.0644 0.11
H 2.1121 -4.5463 -2.2280 0.08
H 0.5001 -4.9597 -2.8076 0.09
H 0.6774 -4.0498 -1.3027 0.06
H 2.5479 -3.2941 -4.6051 0.08
H 1.2188 -2.2930 -5.2106 0.07
H 0.9799 -4.0145 -4.9530 0.09
H -0.8683 -2.2589 -2.1531 0.06
H -1.0892 -3.3374 -3.5301 0.10
H -0.6966 -1.6456 -3.8194 0.06
C -6.4033 0.6203 1.6623 -0.06
C -5.9981 0.1410 0.2767 -0.19
N -4.5467 0.1448 0.0825 -0.03
C -3.8613 -1.0135 0.2399 0.04
C -2.5143 -1.1666 0.1517 -0.03
C -1.9893 -2.5983 0.3450 -0.66
O -2.8283 -3.4285 0.7022 0.01
O -0.7696 -2.7752 0.0954 -0.14
C -1.7049 -0.0149 -0.1108 -0.30
O -0.4697 0.0269 -0.1997 -0.12
C -2.4533 1.2529 -0.2805 -0.03
C -1.7289 2.4192 -0.5488 0.09
C -2.3925 3.5978 -0.7116 -0.20
F -1.7077 4.7423 -0.9571 0.07
C -3.7861 3.6798 -0.6211 -0.18
C -4.5056 2.5393 -0.3523 0.07
C -3.8504 1.3067 -0.1780 -0.12
N -4.4682 4.9328 -0.7969 -0.12
C -4.1141 5.9585 0.1848 -0.13
C -5.2892 6.9465 0.2586 -0.07
N -6.0791 6.8119 -1.0152 0.05
C -5.1724 6.7828 -2.2104 -0.07
C -4.3625 5.4747 -2.1531 -0.12
H -7.4883 0.5974 1.7642 0.08
H -6.0605 1.6375 1.8556 0.07
H -5.9758 -0.0294 2.4258 0.09
H -6.4617 0.7358 -0.5113 0.11
H -6.3281 -0.8843 0.1238 0.13
H -4.4426 -1.9025 0.4572 0.15
H -0.6507 2.3620 -0.6216 0.14
H -5.5800 2.6237 -0.2804 0.11
H -3.1864 6.4781 -0.0773 0.13
H -3.9691 5.4929 1.1567 0.14
H -4.9642 7.9822 0.3312 0.14
H -5.9703 6.7256 1.0776 0.14
H -6.7717 7.5550 -1.0913 0.19
H -6.5623 5.9116 -0.9751 0.18
H -4.5453 7.6696 -2.1441 0.14
H -5.7850 6.8527 -3.1058 0.14
H -3.3294 5.6880 -2.4433 0.13
H -4.7693 4.7404 -2.8471 0.14

Look up the charge of the first one. -1